ORCA calculation (ωB97M-V with the def2-TZVPD basis set) on a molecular structure, C31H33N6OS3Sn in a non-equilibrium geometry.

- energy above the lowest of the compared OMol25 structures with the same formula, charge and spin (kcal per mole) = 64.6
- orbital gap (eV) = 5.0
- calculated total energy (eV) = -81981.0298
- HOMO (Ha) = -0.5757

Geometry as ORCA input:
```
! wB97M-V def2-TZVPD RIJCOSX def2/J DEFGRID3
* xyz 3 1
Sn 0.3841 0.0734 0.8221
C -1.3512 -2.4660 2.8564
C -0.8614 -1.7848 4.1198
S 0.5509 -0.6810 3.8057
C 0.1080 0.8470 4.6740
C -1.1739 1.5199 4.2142
S -1.2291 1.8046 2.4135
C -2.8857 1.1849 2.0048
C -3.1279 -0.3015 2.2227
S -1.8701 -1.3911 1.4730
H -2.2077 -3.1044 3.0737
H -0.5594 -3.0836 2.4291
H -0.5147 -2.5558 4.8066
H -1.6465 -1.2233 4.6213
H 0.9706 1.4941 4.5099
H 0.0518 0.6239 5.7391
H -1.2436 2.5011 4.6825
H -2.0562 0.9425 4.4842
H -3.0311 1.4549 0.9612
H -3.5961 1.7534 2.6060
H -4.0786 -0.5759 1.7673
H -3.1705 -0.5643 3.2773
C 2.2984 -5.2247 -1.6953
C 1.9257 -4.1297 -0.7385
N 1.0222 -3.2950 -1.0746
N 0.1450 -2.8985 -1.7727
C 0.0693 -1.5341 -2.2738
O 0.4984 -0.5991 -1.6035
C -0.5882 -1.4192 -3.5399
C -1.1034 -2.5646 -4.1853
C -1.6753 -2.4480 -5.4328
C -1.7555 -1.1953 -6.0371
C -1.2741 -0.0517 -5.3913
C -0.6880 -0.1570 -4.1523
C 2.6472 -3.9327 0.5266
C 3.5116 -4.8997 1.0109
C 4.3156 -4.5861 2.1001
C 4.2360 -3.3158 2.6352
C 3.2939 -2.4305 2.1084
N 2.4903 -2.7296 1.1009
H 1.8271 -5.0865 -2.6655
H 3.3778 -5.2715 -1.8224
H 1.9455 -6.1687 -1.2684
H -1.0645 -3.5271 -3.6875
H -2.0650 -3.3213 -5.9388
H -2.2036 -1.1075 -7.0196
H -1.3515 0.9114 -5.8790
H -0.2799 0.7111 -3.6492
H 3.5665 -5.8824 0.5590
H 5.0061 -5.3180 2.4997
H 4.8848 -3.0078 3.4445
H 3.1932 -1.4318 2.5135
C -2.8466 1.9395 -2.1076
C -2.0755 1.0852 -1.3470
N -1.1116 1.5409 -0.5318
C -0.8969 2.8567 -0.4536
C -1.6269 3.7997 -1.1731
C -2.6243 3.3082 -2.0164
C -1.4540 5.2487 -0.9731
C -0.3731 5.8771 -0.5166
C 0.9753 5.2892 -0.3300
C 1.6211 4.6204 -1.3697
C 2.9107 4.1765 -1.1175
N 3.4991 4.3559 0.0598
C 2.8140 5.0149 0.9906
N 1.5759 5.4847 0.8381
H -3.6265 1.5451 -2.7467
H -2.2313 0.0122 -1.3723
H -0.1289 3.1715 0.2402
H -3.2239 3.9975 -2.6001
H -2.3392 5.8447 -1.1726
H -0.4359 6.9324 -0.2737
H 1.1411 4.4913 -2.3317
H 3.4947 3.6684 -1.8780
H 3.2954 5.1827 1.9467
*
```

These are the Mulliken partial charges, in e, on atoms 1 to 2:
1 Sn 0.6135
2 C -0.7682

***

ORCA calculation (ωB97M-V with the def2-TZVPD basis set) on a molecular structure, C31H33NO3ReS9SbTe.

- energy above the lowest of the compared OMol25 structures with the same formula, charge and spin (kcal per mole) = 0.0
- orbital gap (alpha / beta) (eV) = 6.8 / 5.6
- calculated total energy (eV) = -153788.5763
- HOMO (alpha / beta) (Ha) = -0.3875 / -0.4002

Geometry as ORCA input:
```
! wB97M-V def2-TZVPD RIJCOSX def2/J DEFGRID3
* xyz 1 2
Re -0.0966 0.5132 -0.7662
S 0.6331 4.3889 2.0360
Sb -0.6351 3.8301 -0.0064
S -1.8327 1.8270 0.3574
S 0.9536 2.4789 -1.2287
S -1.4096 5.7874 -0.6633
C -1.6986 3.3324 8.5369
C -1.0109 3.0653 7.2289
C -1.4669 2.0696 6.3717
C -0.8606 1.8265 5.1485
C -1.3946 0.7232 4.2701
C 0.2331 2.6243 4.7879
Te 1.0411 2.2088 2.8866
N 0.6375 -0.3333 0.5167
C 1.1200 -1.2114 1.5144
O 1.5651 -0.7571 2.5415
C 1.1363 -2.6504 1.1697
C 0.7282 -3.1400 -0.0677
C 0.7588 -4.5024 -0.3132
C 1.1948 -5.3765 0.6733
C 1.6059 -4.8904 1.9083
C 1.5814 -3.5303 2.1568
C 3.1150 2.2511 3.3314
C 4.0254 2.7876 2.4205
C 3.6755 3.2272 1.0234
C 5.3594 2.8672 2.8118
C 5.8003 2.3972 4.0375
C 7.2433 2.5020 4.4410
C 4.8754 1.7823 4.8749
C 3.5305 1.6873 4.5499
C 2.6225 0.9507 5.5022
C 0.7324 3.6267 5.6225
C 1.9328 4.4892 5.3342
C 0.0856 3.8209 6.8392
H -2.2802 2.4718 8.8629
H -2.3814 4.1785 8.4383
H -0.9790 3.5811 9.3161
H -2.3156 1.4630 6.6655
H -2.1652 0.1637 4.7967
H -0.6142 0.0123 3.9846
H -1.8365 1.1185 3.3512
H 0.4095 -2.4610 -0.8468
H 0.4495 -4.8825 -1.2775
H 1.2176 -6.4406 0.4786
H 1.9468 -5.5728 2.6747
H 1.9021 -3.1326 3.1098
H 2.8094 2.7009 0.6208
H 4.5158 3.0163 0.3632
H 3.4677 4.2963 0.9696
H 6.0750 3.2885 2.1148
H 7.8435 2.9538 3.6536
H 7.6556 1.5174 4.6646
H 7.3474 3.1111 5.3400
H 5.2128 1.3465 5.8088
H 3.2115 0.2522 6.0946
H 1.8711 0.3609 4.9755
H 2.1120 1.6244 6.1905
H 2.3588 4.3412 4.3460
H 2.7222 4.2833 6.0598
H 1.6628 5.5411 5.4279
H 0.4611 4.5915 7.5040
C -3.6798 -2.6194 -3.5587
S -4.4394 -1.1710 -4.3219
C -3.2355 0.0556 -4.4506
C -2.1745 0.4308 -3.6060
S -2.0240 -0.2802 -2.0798
S -1.2337 1.7758 -4.1618
C -2.2307 2.2055 -5.5177
S -1.9876 3.5241 -6.4221
S -3.4898 1.0478 -5.8330
H -4.3383 -3.4340 -3.8565
H -3.6570 -2.5406 -2.4777
H -2.6855 -2.7946 -3.9620
C 3.0564 -1.4075 -2.9736
O 2.2084 -0.8943 -1.9275
C 1.0979 -0.2531 -2.3454
O 0.8459 -0.1213 -3.5249
H 3.8798 -1.8958 -2.4626
H 3.4187 -0.5954 -3.5999
H 2.5105 -2.1184 -3.5909
*
```

These are the Mulliken partial charges, in e, on atoms 1 to 2:
1 Re 0.7187
2 S -0.5251

***

ORCA calculation (ωB97M-V with the def2-TZVPD basis set) on a molecular structure, C31H33NOS2SiSr in a non-equilibrium geometry.

- energy above the lowest of the compared OMol25 structures with the same formula, charge and spin (kcal per mole) = 0.0
- orbital gap (eV) = 4.4
- calculated total energy (eV) = -66609.1798
- HOMO (Ha) = -0.0063

Geometry as ORCA input:
```
! wB97M-V def2-TZVPD RIJCOSX def2/J DEFGRID3
* xyz -2 1
Sr -1.1243 0.3742 -2.2738
C -2.1749 -1.9918 2.4506
C -3.0566 -1.1018 1.6546
C -3.8637 -1.6381 0.6421
C -3.9479 -3.1463 0.4939
C -4.5586 -0.7920 -0.2330
C -5.1809 -1.3148 -1.4863
C -4.5948 0.5777 0.0478
C -5.5423 1.4677 -0.6616
C -3.6932 1.1361 0.9477
C -3.3086 2.5821 0.8211
C -3.0508 0.2957 1.8645
C -2.4161 0.8743 3.0931
H -2.7212 -2.6570 3.1282
H -1.5150 -1.3640 3.0637
H -1.5738 -2.6121 1.7721
H -3.2145 -3.5634 -0.2062
H -4.9345 -3.4271 0.1352
H -3.7464 -3.6475 1.4443
H -6.2610 -1.1123 -1.5429
H -5.0776 -2.4156 -1.5695
H -4.7707 -0.7764 -2.3413
H -5.0331 1.8202 -1.6080
H -5.8134 2.3547 -0.0701
H -6.4448 0.9452 -0.9415
H -4.1935 3.2255 0.9605
H -2.9532 2.7487 -0.2171
H -2.5446 2.8976 1.5425
H -1.3524 1.1645 2.9675
H -2.5326 0.2230 3.9850
H -2.9202 1.8147 3.3355
S -0.0696 -4.1272 -4.7514
C -0.6739 -2.6477 -4.2899
N -1.0365 -1.5943 -3.9142
O 0.6848 0.6947 -0.9962
Si 2.2090 0.4724 -0.6375
C 3.2785 -0.7373 -1.6194
C 3.3168 -2.0890 -1.2623
C 4.1550 -2.9751 -1.9362
C 4.9531 -2.5383 -2.9825
C 4.8884 -1.1985 -3.3994
C 4.0451 -0.3250 -2.7563
C 2.2954 -0.2397 1.0790
C 3.5437 -0.5505 1.6471
C 3.6850 -0.8565 2.9845
C 2.5652 -0.8141 3.7970
C 1.2984 -0.6120 3.2497
C 1.1899 -0.3807 1.8856
C 3.1126 2.1037 -0.7239
C 4.5019 2.1706 -0.5660
C 5.1470 3.3984 -0.4743
C 4.4115 4.5897 -0.4284
C 3.0366 4.5475 -0.6148
C 2.3779 3.3169 -0.7365
H 2.6807 -2.4935 -0.4439
H 4.2379 -4.0045 -1.5837
H 5.6575 -3.2283 -3.4438
H 5.5007 -0.8467 -4.2242
H 4.0251 0.6887 -3.1204
H 4.4550 -0.5735 1.0281
H 4.6534 -1.1385 3.3628
H 2.6436 -0.9555 4.8861
H 0.3956 -0.6165 3.9043
H 0.1555 -0.3434 1.4728
H 5.1161 1.2600 -0.5800
H 6.2367 3.4803 -0.4808
H 4.9155 5.5494 -0.2930
H 2.4590 5.4769 -0.6658
H 1.2971 3.3047 -0.8668
S -3.2297 1.8910 -2.7040
*
```

These are the natural (NBO) partial charges, in e, on atoms 1 to 2:
1 Sr 1.8144
2 C -0.6306

***

ORCA calculation (ωB97M-V with the def2-TZVPD basis set) on a molecular structure, C31H34BrN5O3SSeSr.

- energy above the lowest of the compared OMol25 structures with the same formula, charge and spin (kcal per mole) = 14.8
- orbital gap (eV) = 4.1
- calculated total energy (eV) = -193357.2304
- HOMO (Ha) = -0.0033

Geometry as ORCA input:
```
! wB97M-V def2-TZVPD RIJCOSX def2/J DEFGRID3
* xyz -2 1
Sr -0.2043 -0.0461 -0.7105
O -3.4216 -3.3420 -1.1956
C -2.8037 -2.2829 -1.1360
O -1.6213 -2.0820 -0.7192
C -3.5492 -1.0252 -1.6187
C -4.8247 -1.1960 -2.2192
C -5.5176 -0.1023 -2.6222
C -4.9601 1.1872 -2.4417
C -5.6236 2.3746 -2.8286
C -5.0260 3.5886 -2.6371
C -3.7378 3.6665 -2.0622
C -3.0707 2.5380 -1.6724
C -3.6810 1.2722 -1.8473
N -3.0027 0.1504 -1.4372
H -5.1935 -2.2063 -2.3177
H -6.4960 -0.1936 -3.0840
H -6.6074 2.2983 -3.2800
H -5.5368 4.4970 -2.9361
H -3.2550 4.6282 -1.9383
H -2.0487 2.6007 -1.2788
C 3.0548 -0.3541 1.6269
C 3.9116 -1.3194 0.8079
C 3.3946 -2.7555 0.9129
C 4.0786 -0.8545 -0.6252
C 5.3111 -0.3513 -1.0235
C 5.5379 0.1012 -2.3141
C 4.4969 0.0060 -3.2297
C 3.2491 -0.4913 -2.8852
C 2.2408 -0.7217 -3.9970
C 2.0730 -2.2286 -4.2372
C 0.8566 -0.0681 -3.8942
C 2.9901 -0.8863 -1.5410
O 1.7998 -1.2834 -1.1767
H 2.9989 -0.6644 2.6758
H 2.0339 -0.3094 1.2499
H 3.4663 0.6559 1.5811
H 4.9133 -1.3043 1.2503
H 2.4298 -2.8295 0.4115
H 3.3006 -3.0598 1.9620
H 4.0750 -3.4499 0.4137
H 6.1138 -0.3121 -0.2910
H 6.4984 0.5107 -2.6029
H 4.6561 0.3271 -4.2558
H 2.7091 -0.2995 -4.8926
H 1.6545 -2.6975 -3.3444
H 3.0346 -2.6997 -4.4544
H 1.3937 -2.4183 -5.0750
H 0.2237 -0.6419 -3.2137
H 0.3689 -0.1628 -4.8699
H 0.8660 0.9754 -3.5721
Br -1.6931 5.2843 3.3909
C -1.1912 3.5953 2.6634
C 0.0919 3.3857 2.2588
C 0.4103 2.1237 1.7156
N -0.4626 1.0913 1.7536
C -1.7273 1.3639 2.0934
C -2.1634 2.5954 2.5418
H 0.8370 4.1665 2.2766
H 1.4286 1.9093 1.4412
H -2.4287 0.5391 2.0160
H -3.1954 2.7597 2.8126
C 0.2763 0.6360 5.9422
C -0.3070 -0.7723 6.0814
C -0.5718 -1.4156 4.7543
N -1.7296 -1.4559 4.1897
N -1.7405 -2.0744 2.9615
C -0.5559 -2.4800 2.6041
N -0.2810 -3.2256 1.4891
S 0.6773 -2.1124 3.7758
H 0.4144 1.0992 6.9219
H -0.3861 1.2669 5.3548
H 1.2416 0.6157 5.4337
H -1.2627 -0.7401 6.6063
H 0.3643 -1.4022 6.6703
H -0.8499 -3.0441 0.6644
H 0.6996 -3.2710 1.2575
Se 0.5551 2.8228 -1.0843
*
```

These are the Mulliken partial charges, in e, on atoms 1 to 2:
1 Sr 1.3989
2 O -0.7897

***

ORCA calculation (ωB97M-V with the def2-TZVPD basis set) on a molecular structure, C31H34ClMgN6O8S2Te.

- orbital gap (eV) = 6.7
- calculated total energy (eV) = -104960.3518
- HOMO (Ha) = -0.1645

Geometry as ORCA input:
```
! wB97M-V def2-TZVPD RIJCOSX def2/J DEFGRID3
* xyz -1 1
Mg -0.0070 0.0538 -0.7238
C 1.3560 -4.9740 0.0176
C 2.1749 -3.9062 -0.6171
N 1.9651 -2.6178 -0.4876
C 2.8856 -2.0004 -1.2920
C 3.6885 -2.9384 -1.8932
N 3.2085 -4.1450 -1.4580
C 4.8591 -2.9348 -2.8016
O 5.3280 -1.7650 -3.1619
O 5.3441 -3.9927 -3.1531
C 2.8819 -0.5198 -1.4801
O 3.8220 -0.0003 -2.1082
O 1.9142 0.1041 -0.9630
H 1.1104 -4.6886 1.0394
H 1.8817 -5.9285 0.0337
H 0.4208 -5.0970 -0.5315
H 3.5975 -5.0246 -1.7576
H 4.7882 -1.0173 -2.7189
Cl 1.3896 -2.4670 4.1667
C 0.0959 -2.1777 3.0497
C -1.2048 -2.5156 3.3744
C -2.1885 -2.2837 2.4299
C -1.8340 -1.7137 1.2175
N -0.5833 -1.3688 0.9276
C 0.3727 -1.5980 1.8257
H -1.4323 -2.9440 4.3405
H -3.2204 -2.5361 2.6297
H -2.5706 -1.5244 0.4467
H 1.3823 -1.3237 1.5470
C 5.3924 2.5094 4.3316
C 3.9079 2.3264 4.4852
C 3.2857 1.1908 3.9720
C 1.9157 1.0273 4.0705
C 1.1595 2.0127 4.6887
C 1.7539 3.1483 5.2143
C 3.1284 3.2938 5.1131
S -0.5925 1.8438 4.7254
O -1.1396 2.6278 5.7991
O -0.9169 0.4369 4.6821
N -0.9562 2.5769 3.2953
C -2.2983 2.2739 2.7738
C -2.3483 2.5376 1.2712
C -1.4204 1.6489 0.4709
O -0.2436 1.4431 0.8864
O -1.8214 1.1082 -0.5946
H 5.9285 1.5907 4.5720
H 5.7631 3.3039 4.9784
H 5.6388 2.7709 3.3008
H 3.8805 0.4307 3.4798
H 1.4262 0.1485 3.6748
H 1.1393 3.8974 5.6947
H 3.6045 4.1777 5.5201
H -0.2773 2.2480 2.5980
H -3.0268 2.9049 3.2835
H -2.5583 1.2274 2.9703
H -2.0636 3.5708 1.0486
H -3.3651 2.3833 0.9105
C 0.7318 2.1261 -4.3902
N -0.6407 2.3617 -4.0215
C -1.7335 1.7051 -4.7184
C -2.9319 2.0013 -3.8091
N -2.4310 3.0990 -2.9853
C -1.0635 3.1235 -3.0035
S -0.1143 3.9714 -1.9237
H 0.9178 1.0503 -4.4095
H 1.3759 2.5889 -3.6467
H 0.9471 2.5547 -5.3735
H -1.5341 0.6351 -4.8041
H -1.8583 2.1256 -5.7230
H -3.1816 1.1349 -3.1981
H -3.8106 2.3055 -4.3775
H -2.8321 3.2460 -2.0740
Te -0.6120 -1.4210 -2.9607
C -2.7070 -1.5804 -3.2013
C -3.2149 -2.1495 -4.3727
C -4.5799 -2.3136 -4.5608
C -5.4793 -1.9139 -3.5806
C -4.9909 -1.3393 -2.4158
C -3.6244 -1.1724 -2.2304
H -2.5257 -2.4694 -5.1450
H -4.9426 -2.7584 -5.4803
H -6.5446 -2.0427 -3.7262
H -5.6779 -1.0069 -1.6454
H -3.2640 -0.6761 -1.3378
*
```

These are the natural (NBO) partial charges, in e, on atoms 1 to 2:
1 Mg 1.7283
2 C -0.6534

***

ORCA calculation (ωB97M-V with the def2-TZVPD basis set) on a molecular structure, C31H34N3OW.

- energy above the lowest of the compared OMol25 structures with the same formula, charge and spin (kcal per mole) = 0.0
- orbital gap (alpha / beta) (eV) = 6.3 / 6.1
- calculated total energy (eV) = -41018.1107
- HOMO (alpha / beta) (Ha) = -0.5990 / -0.6202

Geometry as ORCA input:
```
! wB97M-V def2-TZVPD RIJCOSX def2/J DEFGRID3
* xyz 3 3
W -0.0152 1.1006 0.1139
C 4.6690 2.3870 0.4905
C 3.6242 1.3091 0.1533
C 4.0463 -0.0477 0.6938
C 2.2935 1.7879 0.6930
C 1.6344 2.8980 0.1125
C 0.4636 3.4495 0.6527
C -0.1000 2.9364 1.8474
C -1.2792 3.6007 2.4850
C 0.4828 1.7729 2.3720
C 1.6371 1.1893 1.7901
H 5.6474 2.0671 0.1376
H 4.7380 2.5335 1.5691
H 4.4472 3.3469 0.0246
H 3.5191 1.2609 -0.9376
H 4.2785 0.0037 1.7593
H 4.9563 -0.3729 0.1930
H 3.2956 -0.8275 0.5417
H 2.0467 3.3257 -0.7967
H 0.0194 4.3228 0.1870
H -2.1029 3.7110 1.7780
H -0.9837 4.6061 2.7951
H -1.6260 3.0574 3.3608
H 0.0534 1.3095 3.2549
H 2.0491 0.2917 2.2351
C -0.1703 0.1618 -4.0083
C -0.6565 1.0461 -2.9181
O 0.0955 1.2400 -1.8985
N -1.8230 1.6402 -2.9822
C -2.2735 2.6188 -1.9928
C -2.9451 2.0105 -0.7877
C -4.3120 2.1476 -0.6236
C -4.9392 1.6230 0.4991
C -4.1694 0.9669 1.4441
C -2.8101 0.8520 1.2243
N -2.1966 1.3577 0.1360
H 0.8655 0.4200 -4.2254
H -0.7729 0.2375 -4.9096
H -0.1862 -0.8658 -3.6364
H -2.3815 1.4915 -3.8131
H -2.9748 3.2842 -2.4927
H -1.4118 3.2287 -1.7062
H -4.8818 2.6748 -1.3760
H -6.0078 1.7325 0.6267
H -4.6006 0.5450 2.3406
H -2.1820 0.3238 1.9338
N -0.0269 -0.7231 0.1255
C 0.0418 -2.0229 0.0667
C -0.7063 -2.7824 1.0839
C -2.0588 -2.5254 1.3103
C -2.7416 -3.2387 2.2803
C -2.0690 -4.1870 3.0438
C -0.7232 -4.4450 2.8223
C -0.0405 -3.7586 1.8303
C 0.8710 -2.6516 -0.9445
C 1.8674 -1.9393 -1.6321
C 2.6311 -2.5695 -2.5914
C 2.4037 -3.9136 -2.8907
C 1.4163 -4.6272 -2.2259
C 0.6559 -4.0063 -1.2502
H -2.5891 -1.8238 0.6766
H -3.8002 -3.0794 2.4308
H -2.6015 -4.7439 3.8021
H -0.2093 -5.1909 3.4113
H 1.0047 -3.9676 1.6441
H 2.0646 -0.8987 -1.3926
H 3.4172 -2.0287 -3.0998
H 3.0075 -4.4057 -3.6406
H 1.2418 -5.6671 -2.4631
H -0.1170 -4.5601 -0.7369
*
```

These are the natural (NBO) partial charges, in e, on atoms 1 to 2:
1 W 1.5876
2 C -0.5991